(1)
98
Properties=species:S:1:pos:R:3:forces:R:3 method="wB97M-V/def2-TZVPD" homo_energy_ha=-0.3410 total_energy_ha=-3056.48482 smiles="O=[N+]([O-])c1ccccc1.O=[N+]([O-])c1ccccc1.O=[N+]([O-])c1ccccc1.O=[N+]([O-])c1ccccc1.O=[N+]([O-])c1ccccc1.O=[N+]([O-])c1ccccc1.O=[N+]([O-])c1ccccc1" e_above_lowest_kcal_mol=629.8 multiplicity=1 orbital_gap_ha=0.26883
C 0.5771 3.4922 0.0388 -3.9775 -7.3708 -2.9991
C -0.5874 3.2017 -0.8406 2.8035 -6.0639 2.3181
C -0.9827 1.5883 -1.1196 1.2760 2.4704 4.4334
C -0.3381 0.6243 -0.1429 4.0803 5.1284 -0.5061
C 1.0023 0.9422 0.5770 -9.1564 11.4358 -6.0439
C 1.3647 2.4794 0.5514 -1.0553 -6.2727 0.8215
N -0.7168 -0.6997 -0.0397 -3.0118 -5.4243 -2.8346
O -1.9613 -0.9992 -0.3377 4.2131 1.2874 1.5719
O 0.1565 -1.6197 0.0833 -2.1416 2.5874 0.4198
H 0.8738 4.4055 0.1197 1.5271 5.7174 0.6805
H -1.0583 4.0922 -1.1056 -1.3855 0.6558 -1.3710
H -1.8676 1.1832 -1.6888 1.1567 0.9527 0.4834
H 1.5986 0.2862 0.8497 5.2221 -6.0862 3.0306
H 2.2686 2.5684 1.1183 0.4281 0.9570 0.0349
C -3.0807 3.2983 -4.1069 -1.7163 -1.1717 2.5236
C -3.6503 3.5043 -2.7047 -0.4844 -4.0772 -2.3992
C -4.3679 2.2467 -1.9769 2.5874 3.6785 -5.3411
C -4.5809 1.0556 -2.7704 3.1540 0.7679 0.2539
C -3.8737 0.8073 -4.0104 1.1708 5.6612 -0.3194
C -3.1286 2.0123 -4.7096 -2.1840 -1.0954 3.7728
N -5.2747 -0.1167 -2.1070 -0.8294 -0.1280 -4.6271
O -5.3208 -1.1294 -2.8626 0.2745 1.4125 2.5789
O -5.9839 0.1388 -1.1809 0.1528 -0.6292 1.1083
H -2.6585 4.1068 -4.7603 -0.3633 -0.5624 1.2375
H -3.5647 4.5515 -2.3428 -0.3398 -1.2061 0.4228
H -4.6728 2.5553 -1.0208 -0.8239 -0.6283 1.1639
H -3.8932 -0.0529 -4.6185 -0.3153 -1.1207 0.0538
H -2.5883 1.9846 -5.6391 -0.2369 -0.9627 -0.3445
C 2.6593 2.3509 -3.0073 1.4079 -2.0164 -2.4753
C 4.0404 1.7940 -2.9114 -1.9718 0.7436 2.3262
C 4.5799 0.8121 -3.8005 -4.5263 1.0996 -4.2109
C 3.8203 0.4610 -5.1398 -3.4432 2.0142 3.7554
C 2.2760 0.9626 -5.1558 7.8844 1.4517 6.8232
C 1.7752 1.7833 -4.0709 3.4379 0.7935 1.1328
N 4.3394 -0.4631 -6.2576 0.2397 0.5533 -1.9728
O 5.5460 -0.8810 -6.2141 -4.3010 1.2513 0.1170
O 3.5347 -0.6050 -7.2760 3.0738 0.1816 4.0213
H 2.3369 3.2525 -2.3686 0.4173 -1.9965 -0.8701
H 4.4844 2.1018 -1.8010 -0.3397 -1.0054 -3.4536
H 5.5312 0.4248 -3.8201 2.1365 -0.7439 0.7023
H 1.6411 0.7058 -5.8198 -3.9134 -2.0214 -4.9304
H 0.7617 2.1386 -3.9190 -0.2298 -0.4296 -0.9236
C 2.0369 -4.9424 -4.4018 -1.2178 -0.9579 2.3060
C 1.5031 -4.4897 -3.0817 -0.2821 4.2313 -3.1698
C 0.8941 -3.0540 -3.0236 -1.2203 -1.7767 -1.8573
C 0.4546 -2.3951 -4.3477 4.2175 -4.8364 0.3769
C 1.1235 -2.9930 -5.5842 -2.1385 -0.2469 3.3888
C 1.8187 -4.3151 -5.5929 -1.8376 5.9794 0.0028
N -0.3252 -1.1503 -4.3697 2.6449 1.2082 2.0839
O -0.5080 -0.5824 -5.4141 -0.8094 -0.3815 -1.0137
O -0.4590 -0.5811 -3.2719 -0.6511 -1.0579 -0.8692
H 2.5099 -5.9292 -4.5289 -0.0957 0.4368 0.7811
H 1.6453 -5.1034 -2.1921 0.0360 0.4911 -0.2217
H 0.5487 -2.5204 -2.0487 0.7299 -1.3945 -1.7829
H 0.9134 -2.4329 -6.4851 0.2488 -0.2222 -0.2575
H 2.2074 -4.3940 -6.5992 0.3877 -1.3438 0.2942
C -3.5406 1.8084 2.2430 -0.7543 -5.3743 -3.1175
C -4.6148 0.7153 1.7443 -2.3398 7.2293 4.1759
C -6.1040 1.0016 2.0330 2.6707 0.3895 -1.6847
C -6.4825 2.3254 2.6323 5.6163 -0.5927 0.8674
C -5.3913 3.1855 3.2431 -1.6364 -2.6737 -3.4410
C -3.9756 2.8759 2.8913 -4.5723 0.8053 1.4948
N -7.8367 2.7622 2.7326 -5.7827 -0.8983 1.0661
O -8.3067 3.4616 3.7056 2.7601 -1.4357 -2.7714
O -8.6823 2.2373 1.9213 3.0474 1.4650 1.6090
H -2.3216 1.7157 2.0722 -3.5887 -0.2111 0.2888
H -4.1675 -0.1078 1.3676 0.5170 -2.8525 -1.4262
H -6.8998 0.2744 1.5725 1.6276 1.6511 1.2052
H -5.8464 4.0876 3.6620 0.9750 -0.1262 0.2271
H -3.1600 3.3693 3.2380 1.5809 2.6099 1.4422
C 3.7113 -0.9286 4.1258 8.7847 8.5524 6.1789
C 4.0537 0.4021 3.6146 0.7629 0.5655 6.1742
C 4.7996 1.3545 4.5917 1.7882 -4.5860 0.3340
C 5.7182 0.7691 5.6944 -3.9234 -1.9728 -2.7542
C 5.4872 -0.6925 6.0289 0.7265 2.3134 -2.5624
C 4.4591 -1.4210 5.2602 1.4781 1.2532 -0.1304
N 6.6698 1.6159 6.4540 -0.1127 2.0638 4.4043
O 7.2137 1.0524 7.5129 -1.6294 1.9477 -4.6421
O 6.6785 2.9080 6.2990 0.1708 -5.1436 -0.2345
H 3.2142 -1.4474 3.5649 -5.6926 -6.1563 -5.6163
H 3.4746 0.8385 2.8390 -0.1472 0.3341 -0.6990
H 4.8790 2.4107 4.4643 -0.0502 0.4885 -0.4527
H 6.3778 -1.1414 6.5938 -2.1140 0.2554 -0.4459
H 4.4109 -2.4945 5.3985 -0.1190 0.0456 0.4403
C 0.0392 -5.5142 4.4644 2.1356 1.7807 3.5261
C 0.7446 -4.7360 5.7062 -3.1603 3.0606 -3.9601
C 0.7363 -3.2336 5.5911 -2.1392 -4.0307 -4.8532
C 0.1148 -2.5561 4.2545 -0.0782 -4.0502 -0.0699
C -0.5127 -3.3843 3.0579 2.9084 -1.7278 6.4546
C -0.5113 -4.8803 3.3581 2.9953 5.7990 4.1408
N 0.0182 -1.1067 4.3338 -3.3406 4.5931 -0.0427
O 0.0397 -0.4636 5.4427 1.0761 -2.9792 -2.5715
O -0.4218 -0.4391 3.3178 1.9009 -2.7333 1.8659
H 0.1256 -6.6320 4.5694 -0.4942 1.3508 -0.3861
H 0.9047 -5.2490 6.6772 0.3838 0.3879 -1.0458
H 1.2510 -2.6065 6.2590 0.1391 0.8167 0.8893
H -0.8648 -3.1620 2.0678 -0.1068 1.1519 0.0825
H -0.8615 -5.4378 2.6501 -2.1732 -3.2838 -4.1864

(2)
27
Properties=species:S:1:pos:R:3:forces:R:3 method="wB97M-V/def2-TZVPD" homo_energy_ha="-0.3413 / -0.3405" total_energy_ha=-502.48331 e_above_lowest_kcal_mol=4.4 multiplicity=2 orbital_gap_ha="0.37715 / 0.29369"
H 0.2298 -3.3685 -2.0392 0.3634 0.1569 0.0027
C 0.7259 -1.4553 -1.1194 0.9923 -0.1004 2.5477
C 1.1190 -2.7798 -1.7687 0.0800 -0.3139 -0.2449
H -0.3666 -1.4441 -0.9762 0.4963 0.7638 -0.5427
H 1.2251 -0.6282 -1.6489 -1.0252 -0.0341 0.1109
H 1.7257 -3.3923 -1.0883 -0.0779 0.0396 -0.1319
H 1.7142 -2.6130 -2.6787 -0.2499 -0.1589 0.2588
C -1.2738 0.5648 -3.3505 -0.0984 0.5333 0.4781
O -0.6669 -0.6418 -3.4452 -0.0533 -0.0909 -0.4036
H -1.8246 0.8642 -4.2597 0.1966 -0.0753 0.1812
H -1.8934 0.6603 -2.4374 0.0312 -0.0585 -0.2925
H -0.4579 1.3145 -3.1919 -0.2056 -0.2864 -0.1981
C 1.3374 -1.3749 0.3781 -0.2752 -0.6382 -1.3710
O 1.0651 -0.1770 1.0610 -0.0312 0.3006 0.0033
C -0.0168 -0.2385 1.9602 -0.1983 -0.2140 -0.1169
C -0.2600 1.1214 2.5650 0.1566 0.0557 0.3026
O -0.6992 2.0131 1.5738 -0.1154 -0.1000 -0.2776
C -0.9487 3.3064 2.0561 -0.0150 0.2309 0.1559
H 2.4314 -1.4503 0.3035 -0.2057 -0.0644 0.0014
H 0.9702 -2.2398 0.9602 0.1252 0.1515 -0.1581
H 0.2034 -0.9508 2.7756 -0.0512 0.1124 -0.1349
H -0.9322 -0.5813 1.4479 0.1398 0.0836 0.0904
H 0.6709 1.4927 3.0326 -0.1716 -0.0794 -0.1177
H -1.0201 1.0228 3.3628 0.1337 0.0131 -0.1434
H -1.2890 3.9179 1.2114 0.1026 -0.1788 0.2306
H -1.7333 3.3001 2.8333 0.1628 0.0274 -0.1468
H -0.0357 3.7574 2.4827 -0.2065 -0.0757 -0.0836

(3)
91
Properties=species:S:1:pos:R:3:forces:R:3 method="wB97M-V/def2-TZVPD" homo_energy_ha=-0.3400 total_energy_ha=-2267.50846 smiles="NC(N)=O.NC(N)=O.NC(N)=O.NC(N)=O.NC(N)=O.NC(N)=O.NC(N)=O.NC(N)=O.CCO.CCO.CCO" e_above_lowest_kcal_mol=0.0 multiplicity=1 orbital_gap_ha=0.36015
C 0.5307 5.8018 0.3428 1.2902 0.6324 0.2116
C -0.0887 6.4543 1.5728 0.5803 0.9744 -0.6152
O 0.3674 5.8798 2.7757 0.6018 -0.8170 0.4245
H 0.0751 6.1700 -0.5902 0.1190 -0.4368 0.3388
H 0.4921 4.7353 0.4877 -0.6275 -0.5276 -0.4248
H 1.6447 5.9626 0.2830 -1.0032 0.3079 0.0824
H -1.1769 6.3464 1.5201 0.0759 0.0040 0.2060
H 0.1439 7.5405 1.6160 -0.2744 -0.4283 -0.2721
H 1.3156 5.6279 2.6982 -0.7330 0.2713 -0.0742
C -0.2866 1.6660 -1.6500 0.3439 0.7441 0.1748
C -0.5953 0.9149 -0.3841 1.6314 2.0614 1.9123
O -0.2798 -0.4365 -0.4145 0.3300 -1.5439 -0.0595
H 0.7508 1.4639 -1.9722 -0.4557 0.1471 0.0067
H -0.3826 2.7510 -1.4265 0.0348 -0.5203 -0.2653
H -0.9786 1.3977 -2.4369 0.0097 0.0270 -0.2774
H -1.5876 1.1549 -0.0246 -0.7371 -0.7736 -0.2697
H -0.0059 1.3779 0.4642 -0.2154 -0.3250 -0.7623
H 0.6517 -0.6085 -0.1375 -0.8834 0.4193 -0.0272
C -5.7886 -3.7309 2.7544 0.5385 2.2300 -0.0404
C -5.3096 -4.3663 1.4913 -0.6984 -1.0151 -1.3641
O -4.8109 -3.4055 0.5168 -0.6886 -0.8934 0.6981
H -5.0095 -3.2664 3.4019 -0.2329 0.1229 -0.9392
H -6.1920 -4.4113 3.4135 -1.0677 -2.0800 1.2394
H -6.6217 -3.0223 2.5632 0.7256 -0.1095 -0.0390
H -6.1778 -4.9327 1.0150 1.0217 0.7644 0.4680
H -4.5131 -5.1236 1.6439 -0.4327 0.3837 0.2082
H -3.8751 -3.5249 0.6487 1.0170 0.7823 -0.1700
C 0.8943 -1.0490 -4.4642 -1.9242 -0.6229 -0.6449
O 2.0883 -1.0178 -4.2507 0.9679 0.0788 -0.3157
N -0.0135 -0.7404 -3.4420 0.7752 -0.3120 -2.7765
N 0.3750 -1.4072 -5.7213 1.0825 1.3463 2.9533
H -0.9071 -1.2003 -3.3810 -0.1347 -0.2777 -0.2110
H 0.5191 -0.7711 -2.6259 0.4293 0.1249 1.9085
H 1.0505 -1.6295 -6.4221 -0.2941 -0.3523 -0.3235
H -0.5831 -1.6260 -5.6518 -0.9207 -0.5267 -1.0045
C 3.3222 3.4801 1.1163 -0.3472 -0.1340 0.7884
O 2.8970 3.8128 2.2342 -0.4500 0.2088 -0.5591
N 2.5722 3.0647 0.0618 -1.5037 -0.7251 0.0411
N 4.6354 3.4997 0.8533 0.6387 -0.0785 -0.5051
H 2.9948 2.2567 -0.3851 0.1644 0.1298 -0.4229
H 1.6093 2.8337 0.3298 0.5423 0.2412 -0.1016
H 5.1451 3.5260 1.6953 0.9742 0.1656 0.7280
H 4.9996 2.9286 0.1020 -0.0485 -0.0223 -0.0666
C -2.9003 -2.5896 -2.4337 -0.9243 2.1985 3.1573
O -2.0669 -2.9584 -3.2277 0.7348 -0.2862 -0.9664
N -2.6713 -1.5241 -1.5400 0.2144 -1.3726 -0.7889
N -4.2017 -3.0451 -2.4013 0.9151 0.6790 -2.8403
H -3.3707 -1.2748 -0.8590 -0.2451 -0.3169 -0.1732
H -1.7295 -1.4133 -1.1872 0.2227 0.0702 -0.0180
H -4.4003 -3.2974 -3.3546 -0.6224 -0.8029 0.1776
H -4.6917 -3.4747 -1.6711 -0.4592 -0.2265 1.4681
C 4.1572 0.3190 -1.8914 -1.5944 -0.8476 -0.2235
O 4.7561 1.0950 -1.1520 0.0175 0.2992 0.2336
N 4.5203 0.0677 -3.2058 -0.7031 -0.6562 1.5068
N 3.0264 -0.4064 -1.5514 2.9466 1.1049 -2.9230
H 5.1451 0.7355 -3.5465 0.9369 0.8829 -0.8182
H 3.7792 -0.3000 -3.7937 0.3018 0.2605 -0.1530
H 2.5408 -0.3599 -0.7240 -0.6086 0.0783 2.1229
H 2.8128 -1.0652 -2.2613 -0.8023 -0.6593 -0.0160
C -1.1568 2.5863 3.1208 -0.2326 0.6763 -0.0615
O -1.6399 1.6236 3.7042 -0.0412 -0.3469 -0.3090
N -1.9659 3.6288 2.6286 2.3101 0.0938 -0.1427
N 0.1814 2.6810 2.8527 -1.4781 0.1603 -0.1746
H -1.5427 4.5509 2.6666 0.2936 -0.2426 -0.2139
H -2.8928 3.6809 2.9398 -1.2553 -0.5360 0.7352
H 0.7792 1.9276 3.0472 0.4013 -1.0782 0.5523
H 0.6666 3.5221 2.6861 0.2443 1.1570 -0.3534
C 0.8669 -3.6183 -1.4899 1.9567 1.2138 0.2581
O 1.7526 -2.7978 -1.1337 -0.8612 -0.8773 -0.3728
N 1.0191 -4.2722 -2.7179 -1.0329 0.5720 -0.0965
N -0.1132 -3.8972 -0.6046 -0.6933 -1.4456 -1.6136
H 0.1481 -4.5283 -3.1989 0.4407 0.1048 0.4743
H 1.6353 -3.7502 -3.3635 -0.4169 -0.3682 0.8922
H -0.1748 -3.3361 0.2062 -0.1702 0.6175 0.6562
H -0.9441 -4.4345 -0.8389 0.4791 0.2584 -0.0263
C -1.8011 -1.7094 2.1798 0.0876 1.5850 0.9332
O -2.0047 -2.6511 1.4515 -0.5628 -1.7111 -1.1123
N -0.6276 -1.6502 2.9010 -0.2354 0.4160 0.1294
N -2.6810 -0.6934 2.3603 0.1342 -1.3173 -0.6279
H -0.2430 -0.7605 3.1570 -0.3608 0.5606 0.2626
H 0.0462 -2.1581 2.3975 1.0775 -0.9025 -0.3850
H -3.6243 -0.9094 2.0973 -0.1507 0.3055 -0.0349
H -2.4232 0.0864 2.9148 -0.0782 0.8927 0.6915
C 3.0747 -0.8140 1.6288 1.7862 0.2493 -0.4046
O 2.2476 -0.1450 1.0026 -0.5781 -0.4725 1.0056
N 3.5024 -2.0562 1.2950 -0.9227 0.1585 0.1836
N 3.8032 -0.2506 2.6785 -0.8710 3.4211 -0.4511
H 4.1487 -2.4666 1.9487 -0.2131 -0.4266 -0.2775
H 2.9114 -2.6174 0.6786 0.3929 0.1514 -0.0396
H 4.7861 -0.4929 2.7975 -0.5147 -0.0897 -0.2256
H 3.6690 0.8364 2.5858 0.5133 -2.8303 0.5447

(4)
21
Properties=species:S:1:pos:R:3:forces:R:3 method="wB97M-V/def2-TZVPD" homo_energy_ha=-0.0835 total_energy_ha=-386.78690 e_above_lowest_kcal_mol=108.3 total_charge=-1 multiplicity=1 orbital_gap_ha=0.20893
C -1.0624 -0.5992 1.8909 -2.3863 0.1214 -0.8243
O -1.7225 -1.5353 2.5595 -0.2629 -0.1580 0.6392
C -0.6905 -1.1138 0.4743 -0.6931 -0.9168 -0.7599
C 0.7275 -0.7110 0.0484 0.1530 -0.2154 -1.1716
C 1.0548 0.7445 0.1588 -0.1828 -1.3011 -0.5656
C 1.8455 1.3427 0.9994 -0.4038 5.2732 -0.9215
C 0.3489 1.5096 -0.8117 -4.0359 -0.2715 -2.9916
H -0.1976 -0.1900 2.4082 0.8774 0.2346 0.1408
H -1.7439 0.3791 1.6527 0.9895 -0.8537 0.3476
H -1.5121 -0.8382 -0.2454 0.8004 0.6014 0.3049
H -0.8673 -2.2445 0.4051 0.9175 1.2846 0.6960
H 0.8493 -0.9759 -1.0669 0.3982 0.0083 1.6248
H 1.4507 -1.1450 0.7146 0.2778 -1.1947 0.0100
H 1.9786 2.5407 1.1098 -0.7006 -2.5701 -1.0660
H 2.4211 1.0054 1.7259 2.2107 -2.6135 3.1641
H 0.8504 2.2097 -1.3943 1.6637 1.1234 -0.9197
H -0.3588 2.1264 -0.2847 -0.8961 0.1178 0.0713
H -0.2591 0.8631 -1.6403 1.2485 1.3645 2.2061
H -1.5517 -1.2177 -2.2224 1.4524 0.2581 -1.5920
H -0.3646 -0.8643 -3.3220 0.5267 0.4863 0.7661
O -1.1962 -1.2862 -3.1600 -1.9541 -0.7786 0.8411

(5)
14
Properties=species:S:1:pos:R:3:forces:R:3 method="wB97M-V/def2-TZVPD" homo_energy_ha=-0.3161 total_energy_ha=-270.42738 e_above_lowest_kcal_mol=81.9 multiplicity=1 orbital_gap_ha=0.35048
C -0.1940 -0.3753 1.6982 -0.1002 0.0224 0.0733
C 0.6607 -0.6381 0.4685 0.0835 -0.0117 -0.0084
C -0.0534 -0.3804 -0.8569 0.0412 -0.1229 -0.0955
C -0.5616 1.0406 -1.1216 -0.1632 0.1692 0.1213
O 0.5474 1.1947 -2.0430 0.3149 -0.1190 -0.2476
C 0.9969 -0.0536 -1.9336 -0.2487 0.2100 -0.0262
H -0.5273 0.6680 1.7281 0.0578 -0.1444 0.0766
H 0.3835 -0.5775 2.6053 -0.1515 0.0674 -0.0657
H -1.0874 -1.0073 1.7114 0.0938 0.0234 0.0047
H 1.0145 -1.6746 0.4688 -0.0061 0.1343 -0.0398
H -0.7454 -1.1830 -1.1285 0.0942 0.0468 0.1039
H -0.5156 1.7754 -0.3139 0.0656 -0.0855 -0.0589
H -1.5005 1.1540 -1.6687 0.0605 -0.1106 0.1416
H 1.5623 -0.0104 0.5090 -0.1418 -0.0795 0.0206